[1]
Density functional theory data (wB97M-V/def2-TZVPD) for a gas-phase ion, C3H8N5 (charge +1).

As for the SMILES: N[C@H]([NH3+])c1ncn[nH]1. The molar mass is 114.13 g/mol. The total charge is +1. The LUMO energy is -3.4 eV.

XYZ file:
```
16
Properties=species:S:1:pos:R:3:forces:R:3:nbo_charge:R:1
N -1.571 -1.324 -0.499 0.136 0.469 0.213 -0.784
C -0.967 -0.320 0.280 2.028 -0.830 0.920 0.075
N -1.304 1.150 0.202 0.098 -0.887 0.832 -0.717
C 0.568 -0.216 0.154 -0.028 1.285 -1.633 0.299
N 1.086 0.982 -0.277 -0.479 -2.755 1.501 -0.540
C 2.424 0.724 -0.277 0.944 2.119 -1.320 0.174
N 2.689 -0.523 -0.001 2.882 0.200 0.303 -0.226
N 1.552 -1.113 0.268 -2.168 1.858 -0.142 -0.290
H -2.550 -1.320 -0.467 -1.871 -0.261 1.196 0.383
H -1.473 -1.373 -1.474 1.525 0.350 -1.658 0.392
H -1.179 -0.540 1.277 -0.393 -0.749 1.747 0.216
H -1.605 1.628 1.041 -0.024 -0.320 0.528 0.436
H -2.020 1.194 -0.441 -1.596 1.039 -2.261 0.425
H -0.306 1.392 -0.033 0.172 2.466 -1.166 0.460
H 3.184 1.589 -0.563 -1.599 -2.520 0.712 0.258
H 1.473 -1.930 0.810 0.373 -1.465 0.228 0.438
```
Positions in Å, forces in eV/Å.

=====

[2]
Density functional theory data (wB97M-V/def2-TZVPD) for 10 unconnected molecules or ions with the total composition C22H63BNO20S.

The molar mass is 704.61 g/mol. The total charge is +1. The LUMO energy is -3.8 eV.

XYZ file:
```
108
Properties=species:S:1:pos:R:3:forces:R:3:mulliken_charge:R:1
C -0.611 0.968 0.361 -1.063 0.246 -0.704 -0.502
O -0.865 -0.434 0.613 0.057 -0.793 -1.550 -0.254
B -1.338 -1.106 -0.543 1.310 -0.013 0.322 0.107
O -0.550 -2.061 -1.220 -1.021 2.196 0.691 -0.224
C -2.865 -0.795 -1.054 2.122 -1.040 -0.270 -0.338
C -3.111 0.592 -1.719 0.083 -0.322 0.575 0.022
S -4.603 1.194 -0.818 -0.272 -0.819 0.957 -0.126
C -4.535 -0.060 0.435 0.277 0.230 -0.849 -0.084
N -3.660 -0.987 0.190 -0.342 1.054 -1.577 0.131
H -1.547 1.533 0.554 0.641 -0.079 0.186 0.245
H 0.205 1.384 0.961 -0.294 -0.462 -0.098 -0.007
H -0.415 1.077 -0.729 0.395 0.319 0.664 0.325
H 0.363 -1.728 -1.125 0.164 -0.655 0.339 0.223
H -3.026 -1.570 -1.828 -0.734 0.126 0.713 0.276
H -2.350 1.379 -1.609 -0.200 -0.526 0.331 0.196
H -3.203 0.476 -2.811 -0.737 0.061 0.547 0.111
H -5.151 -0.099 1.358 0.349 0.277 -0.543 0.345
H -3.412 -1.790 0.753 -0.502 0.194 0.487 0.302
C -6.738 1.014 3.311 0.209 -0.065 0.200 -0.228
C -7.173 1.667 4.608 0.059 0.374 -0.128 -0.575
O -6.084 2.415 5.150 0.020 -0.312 -0.015 -0.523
O -5.606 0.176 3.548 -0.120 -0.104 -0.316 -0.536
H -7.538 0.404 2.889 0.044 -0.038 0.025 0.336
H -6.446 1.779 2.578 -0.233 0.138 -0.004 0.263
H -7.430 0.908 5.345 0.032 0.018 -0.011 0.288
H -8.032 2.325 4.457 -0.104 -0.149 -0.070 0.341
H -5.946 3.181 4.584 0.026 0.146 0.070 0.309
H -5.071 0.637 4.208 0.054 0.004 0.037 0.346
C 4.306 0.430 0.825 -0.367 0.103 -0.075 -0.489
C 3.763 -0.894 0.324 0.251 0.061 -0.150 -0.344
O 2.671 -0.660 -0.587 -0.291 0.021 0.094 -0.403
O 3.269 1.170 1.467 0.121 -0.127 0.305 -0.383
H 5.112 0.276 1.541 -0.038 -0.001 0.004 0.424
H 4.681 1.031 -0.013 0.187 -0.149 -0.048 0.233
H 3.361 -1.476 1.154 -0.032 -0.003 -0.059 0.148
H 4.537 -1.478 -0.179 0.053 -0.042 0.159 0.324
H 3.049 -0.283 -1.388 0.022 0.036 -0.069 0.263
H 2.471 1.000 0.956 -0.087 0.033 -0.054 0.257
C 2.626 -1.411 5.018 0.137 0.274 -0.202 -0.407
C 1.227 -0.826 5.020 0.075 -0.320 -0.190 -0.377
O 0.909 -0.366 3.707 -0.120 0.264 -0.006 -0.291
O 3.565 -0.438 4.567 -0.208 0.253 0.287 -0.503
H 2.915 -1.736 6.018 0.061 0.020 -0.032 0.372
H 2.682 -2.267 4.334 -0.178 -0.165 0.142 0.272
H 1.178 0.043 5.676 -0.005 -0.014 -0.016 0.132
H 0.486 -1.562 5.347 0.071 -0.011 0.147 0.330
H 0.800 -1.136 3.141 -0.025 -0.022 -0.098 0.206
H 3.121 0.058 3.864 0.098 -0.072 -0.227 0.273
C -2.483 2.774 -6.161 0.229 -0.116 0.314 -0.448
C -3.506 2.810 -5.042 -0.007 0.234 -0.083 -0.208
O -2.832 2.920 -3.778 -0.005 -0.157 0.191 -0.409
O -1.586 1.685 -5.968 -0.224 -0.149 -0.181 -0.506
H -2.967 2.655 -7.130 0.021 -0.026 0.015 0.320
H -1.890 3.697 -6.169 -0.206 0.160 -0.094 0.338
H -4.073 1.878 -5.015 0.081 0.103 -0.017 0.069
H -4.199 3.648 -5.160 -0.006 -0.031 -0.117 0.369
H -2.451 3.802 -3.723 0.062 0.048 0.022 0.255
H -1.439 1.631 -5.019 0.130 0.076 0.088 0.299
C 3.037 -3.821 -1.968 -0.202 -0.335 0.130 0.553
C 2.506 -4.327 -3.296 -0.241 0.271 0.071 -0.637
O 1.177 -4.825 -3.117 0.150 -0.130 -0.018 -0.549
O 3.012 -4.863 -1.003 0.208 -0.010 -0.065 -0.520
H 4.064 -3.464 -2.064 0.006 -0.024 0.050 0.308
H 2.409 -3.006 -1.589 0.078 0.213 -0.229 -0.385
H 3.110 -5.161 -3.654 -0.050 -0.004 0.016 0.325
H 2.502 -3.537 -4.052 0.178 0.010 -0.004 0.318
H 0.604 -4.071 -2.949 -0.097 0.004 0.030 0.301
H 2.211 -5.371 -1.177 -0.071 -0.031 0.017 0.349
C 1.627 3.332 5.743 0.281 0.052 0.366 0.078
C 2.898 3.415 4.918 0.025 -0.407 -0.043 -0.190
O 3.926 2.644 5.538 -0.173 0.165 0.013 -0.575
O 1.871 3.794 7.062 -0.140 0.181 -0.173 -0.559
H 0.834 3.942 5.307 -0.024 0.008 0.042 0.287
H 1.284 2.292 5.809 -0.073 -0.046 -0.306 -0.083
H 3.257 4.444 4.879 -0.002 -0.012 0.027 0.352
H 2.735 3.052 3.897 -0.109 0.093 -0.058 -0.019
H 3.687 1.713 5.440 0.214 -0.134 0.001 0.362
H 2.758 3.491 7.288 0.058 -0.042 0.066 0.359
C -3.679 -0.824 -6.250 -0.363 0.022 -0.107 -0.077
C -4.209 -2.167 -6.715 0.084 0.120 -0.322 -0.593
O -5.299 -1.963 -7.615 -0.045 0.004 0.285 -0.535
O -4.728 -0.082 -5.626 0.088 -0.232 0.234 -0.508
H -2.867 -0.947 -5.532 0.003 0.059 -0.020 0.223
H -3.314 -0.241 -7.101 0.248 -0.153 -0.008 0.178
H -4.603 -2.734 -5.871 -0.034 0.002 -0.042 0.296
H -3.430 -2.755 -7.208 0.107 0.002 0.153 0.349
H -4.938 -1.601 -8.431 -0.048 -0.016 -0.123 0.324
H -5.526 -0.279 -6.133 -0.062 0.019 -0.042 0.340
C 0.298 5.985 0.011 0.250 -0.306 -0.151 -0.307
C -0.629 4.957 0.632 0.185 0.179 0.291 -0.389
O 0.133 3.841 1.105 -0.145 -0.040 -0.167 -0.294
O 1.037 5.395 -1.051 -0.344 0.084 -0.139 -0.524
H -0.264 6.829 -0.388 0.032 -0.008 -0.012 0.359
H 1.014 6.352 0.756 -0.200 0.121 0.174 0.243
H -1.320 4.569 -0.119 0.032 -0.025 0.005 0.154
H -1.202 5.384 1.460 -0.072 0.099 -0.099 0.332
H 0.636 4.137 1.870 0.100 -0.058 0.050 0.167
H 1.240 4.498 -0.766 0.175 -0.039 0.049 0.307
C 6.117 -5.482 0.242 0.246 0.219 0.020 0.031
C 7.264 -6.292 -0.332 -0.050 -0.156 0.379 -0.524
O 8.407 -6.176 0.519 0.010 0.156 -0.224 -0.538
O 6.506 -4.118 0.381 -0.155 0.034 -0.252 -0.476
H 5.241 -5.524 -0.405 -0.016 0.030 0.066 0.038
H 5.844 -5.856 1.237 -0.077 -0.249 -0.081 0.205
H 7.556 -5.899 -1.305 0.033 0.004 0.039 0.294
H 6.993 -7.346 -0.437 -0.133 0.039 -0.120 0.317
H 8.215 -6.655 1.330 0.056 -0.043 0.090 0.320
H 7.431 -4.134 0.655 0.061 0.023 0.078 0.329
```
Positions in Å, forces in eV/Å.

=====

[3]
Density functional theory data (wB97M-V/def2-TZVPD) for 2 unconnected molecules or ions with the total composition C11H17N2.

The molar mass is 177.27 g/mol. The total charge is +2. The LUMO energy (spin up / spin down) is -7.1 / -10.3 eV. As for the spin multiplicity: 2.

XYZ file:
```
30
Properties=species:S:1:pos:R:3:forces:R:3:nbo_charge:R:1
C 0.486 2.763 0.254 -0.291 0.473 -0.222 -0.683
C 2.135 -0.410 -0.840 -1.576 -0.655 0.678 0.154
C 1.477 0.340 0.178 0.581 -0.072 -0.267 -0.164
C 1.032 1.537 -0.400 0.411 1.264 0.689 0.032
C 1.510 1.533 -1.736 -0.018 -0.787 -1.339 0.138
C 2.500 -1.712 -0.611 1.135 1.334 -0.275 -0.173
C 2.379 -2.183 0.718 -0.210 -1.060 -0.540 -0.067
C 1.477 -0.128 1.512 -0.691 0.270 -0.294 -0.096
C 1.908 -1.421 1.777 -0.270 0.978 0.010 -0.217
N 2.034 0.353 -2.009 0.774 -0.465 0.107 -0.436
H 2.321 0.033 -2.924 0.241 0.184 -0.038 0.459
H 3.093 -2.184 -1.387 -0.428 -0.754 0.185 0.263
H 1.544 2.230 -2.565 -0.553 0.474 0.468 0.268
H 2.563 -3.245 0.852 0.357 0.164 0.270 0.259
H 1.036 0.562 2.228 0.270 -0.438 0.401 0.235
H 0.894 2.918 1.250 0.130 0.052 -0.033 0.266
H -0.600 2.895 0.342 -0.051 -0.665 0.027 0.233
H 1.851 -1.784 2.792 0.123 -0.281 -0.051 0.266
H 0.694 3.617 -0.388 0.468 0.175 0.157 0.273
C -2.511 -0.645 -0.486 -0.692 -0.143 1.017 -0.218
C -3.761 -1.302 0.137 -0.191 -0.289 -1.011 -0.667
N -1.916 0.365 0.495 0.571 -0.195 -0.440 -0.686
H -1.750 -1.387 -0.730 0.110 0.241 0.184 0.231
H -2.782 -0.104 -1.382 0.125 0.170 -0.118 0.235
H -4.162 -0.947 1.084 0.313 0.643 0.005 0.241
H -3.663 -2.376 0.289 0.258 -0.003 -0.244 0.257
H -2.122 0.067 1.448 0.252 -0.043 0.096 0.449
H -0.903 0.424 0.326 -0.154 -0.106 0.427 0.444
H -2.252 1.324 0.404 -0.476 -0.140 -0.196 0.443
H -4.512 -1.135 -0.631 -0.519 -0.327 0.343 0.257
```
Positions in Å, forces in eV/Å.